Entry 1:
Computed, not measured: a cluster of 2 separate species, C38H57FN4O2P in total in a non-equilibrium geometry, with the ωB97M-V functional and the def2-TZVPD basis.

Last column: Löwdin charge in e.
Geometry (Å):
P: -1.71 4.41 0.65  0.962
F: 3.35 -0.48 5.05  -0.028
O: 2.31 2.41 5.67  0.059
O: -1.95 2.18 2.90  0.012
N: 6.89 2.84 2.63  -0.054
N: -0.86 -5.51 -3.96  -0.179
N: -1.66 -0.68 1.68  0.063
N: 1.25 9.17 2.15  0.067
C: 2.52 4.72 3.49  -0.094
C: -1.31 -5.97 -5.35  -0.087
C: 1.37 0.86 3.94  0.032
C: -0.08 -3.35 2.34  -0.091
C: 3.89 4.84 4.30  -0.160
C: -0.44 -0.58 2.50  -0.135
C: 2.17 -0.46 4.23  -0.085
C: 1.37 8.44 1.05  -0.234
C: -0.07 -2.24 -3.21  -0.252
C: -0.16 4.66 1.65  -0.248
C: -3.24 5.35 -1.70  -0.162
C: -1.68 -4.32 -3.44  -0.097
C: -0.94 -6.66 -2.94  -0.113
C: -2.32 -7.31 -2.77  -0.215
C: 0.74 -4.72 -5.64  -0.136
C: -2.67 -1.25 2.32  -0.293
C: 0.82 5.87 1.64  -0.139
C: -2.11 5.74 -0.61  -0.459
C: -3.36 -0.59 3.59  -0.039
C: -0.69 2.19 2.85  -0.275
C: 0.38 -1.89 2.83  -0.115
C: 0.22 3.50 2.65  -0.033
C: 0.06 0.77 3.06  0.021
C: 0.13 -2.51 -1.72  -0.100
C: -1.32 -2.89 -3.83  -0.158
C: 1.70 -1.86 3.69  0.052
C: -1.61 2.78 -0.38  -0.365
C: 5.10 4.56 3.28  -0.193
C: 0.53 7.13 0.72  -0.174
C: 1.52 3.54 3.54  0.008
C: 1.82 2.29 4.53  -0.238
C: -3.36 -6.53 -1.99  -0.097
C: -0.71 3.02 -1.72  -0.173
C: 6.20 3.51 3.81  -0.268
C: -0.59 -5.06 -6.32  -0.144
C: -3.29 -2.65 1.78  -0.060
C: 2.13 5.91 2.53  0.056
C: 0.63 -5.22 -4.20  -0.079
H: 2.87 6.78 2.50  0.108
H: -2.87 -3.48 2.45  0.079
H: -2.17 -2.28 -3.50  0.133
H: 0.12 3.80 -1.50  0.071
H: -1.09 1.94 0.19  0.059
H: 7.04 4.07 4.37  0.117
H: -0.97 -7.00 -5.47  0.145
H: 1.57 -5.20 -6.15  0.126
H: -0.14 2.05 -2.00  0.061
H: -1.18 6.07 -1.18  0.059
H: -3.77 6.34 -1.98  0.084
H: 0.50 8.74 2.73  0.051
H: -4.43 -2.63 1.96  0.081
H: -0.65 -3.34 1.35  0.052
H: -2.69 5.00 -2.64  0.057
H: -2.40 -5.92 -5.42  0.138
H: 1.06 -2.06 -1.39  0.089
H: 4.75 4.23 2.22  0.115
H: 3.98 5.95 4.62  0.120
H: 2.24 -2.84 3.92  0.109
H: 0.92 -3.64 -5.69  0.111
H: 5.78 2.69 4.47  0.112
H: -0.15 -1.16 -3.35  0.117
H: -2.67 2.53 -0.73  0.075
H: -2.70 -4.50 -3.80  0.121
H: -0.69 -2.08 -1.14  0.074
H: -0.44 -5.54 -7.29  0.129
H: -2.63 -0.20 4.38  0.090
H: -0.83 -3.74 3.13  0.083
H: -2.73 -7.62 -3.73  0.111
H: 0.80 -4.07 2.37  0.077
H: 1.02 -4.57 -3.43  0.118
H: 2.16 8.77 0.27  0.117
H: -3.11 -2.82 0.67  0.072
H: -1.34 3.28 -2.64  0.055
H: -0.58 7.41 0.89  0.110
H: 0.18 -3.58 -1.50  0.056
H: 0.67 6.91 -0.40  0.104
H: -0.26 -7.43 -3.30  0.128
H: 6.71 1.82 2.66  0.059
H: -2.93 -6.05 -1.10  0.080
H: -0.56 -6.28 -1.99  0.139
H: -4.01 4.59 -1.33  0.073
H: -3.85 -5.77 -2.60  0.064
H: -4.16 -7.20 -1.65  0.086
H: 3.93 4.23 5.27  0.107
H: 5.66 5.56 3.11  0.113
H: 1.16 -6.17 -4.13  0.134
H: 0.83 -2.53 -3.76  0.086
H: -2.14 -8.24 -2.21  0.125
H: -1.70 -4.40 -2.35  0.113
H: -1.17 -4.15 -6.51  0.110
H: -4.03 -1.41 4.07  0.084
H: -4.02 0.29 3.25  0.104
H: -1.29 -2.76 -4.91  0.104
H: -2.52 6.67 -0.05  0.081
H: 7.91 2.99 2.70  0.060

## Properties
Electronic energy = -2292.1316 Ha
HOMO energy = -8.8 eV
Net charge = +1
Spin multiplicity = 1

=====

Entry 2:
Computed, not measured: a structure of composition C38H57IP2RhSi, with the ωB97M-V functional and the def2-TZVPD basis.

Last column: Löwdin charge in e.
Geometry (Å):
I: 3.70 0.87 -2.54  0.821
Rh: 0.73 0.06 -0.11  0.394
P: -0.07 2.11 -0.69  1.015
P: 0.35 -1.72 1.61  1.093
Si: -1.42 -0.59 -0.70  0.578
C: -1.74 2.11 0.03  -0.374
C: 2.89 -2.81 0.95  -0.224
C: 0.82 3.29 1.66  -0.224
C: 0.80 3.50 0.15  -0.417
C: -2.02 -2.10 0.25  -0.286
C: -0.98 1.29 4.11  -0.190
C: -0.83 0.35 2.91  -0.237
C: 2.85 4.93 0.31  -0.185
C: 1.58 -3.14 1.66  -0.396
C: -1.41 0.53 5.35  -0.192
C: 0.16 -0.79 3.21  -0.416
C: 1.90 -3.76 3.03  -0.190
C: -2.86 -4.29 1.77  -0.055
C: -1.59 -0.99 -2.53  -0.171
C: -4.38 1.93 0.87  -0.057
C: -3.69 3.12 1.01  -0.055
C: 2.23 3.71 -0.37  -0.226
C: 0.16 4.53 -4.63  -0.179
C: -0.54 2.58 -2.42  -0.391
C: -3.75 0.82 0.32  -0.072
C: -2.38 3.22 0.58  -0.085
C: -0.44 -0.61 5.65  -0.184
C: -0.18 4.97 -3.19  -0.184
C: 2.85 4.78 1.83  -0.194
C: 3.76 -1.87 1.78  -0.206
C: 0.53 2.33 -3.48  -0.253
C: -1.24 -2.57 1.32  -0.368
C: -2.43 0.90 -0.11  -0.281
C: -3.22 -2.74 -0.03  -0.088
C: -3.64 -3.83 0.72  -0.057
C: -1.66 -3.67 2.07  -0.078
C: -0.30 -1.56 4.45  -0.197
C: 2.84 -2.89 3.87  -0.193
C: 0.11 3.00 -4.79  -0.181
C: 4.11 -2.52 3.11  -0.188
C: 2.22 -0.19 -1.43  -0.773
C: 1.44 4.50 2.36  -0.183
C: -1.15 4.00 -2.53  -0.178
H: -1.48 4.38 -1.57  0.086
H: -1.47 1.20 6.21  0.114
H: -0.76 -1.18 6.52  0.116
H: 1.49 2.74 -3.18  0.039
H: 2.73 -0.49 -0.50  -0.063
H: -0.60 5.97 -3.20  0.115
H: -2.05 3.93 -3.15  0.128
H: -4.29 -0.12 0.25  0.101
H: 0.81 5.38 2.18  0.121
H: 1.46 4.34 3.44  0.112
H: 3.86 5.08 -0.06  0.117
H: -1.85 4.16 0.71  0.108
H: -1.28 -2.00 4.24  0.115
H: -1.13 -0.25 -3.18  0.010
H: 2.83 2.83 -0.14  0.084
H: 4.73 -1.86 3.72  0.115
H: 1.04 -3.88 1.06  0.115
H: 3.51 3.94 2.10  0.117
H: -1.35 1.87 -2.60  0.094
H: 2.40 -4.71 2.82  0.128
H: 3.22 -0.93 1.97  0.097
H: 1.43 2.40 1.89  0.111
H: 1.00 -4.01 3.58  0.086
H: -2.41 0.12 5.20  0.120
H: -4.18 3.98 1.45  0.113
H: 0.55 -0.20 5.89  0.120
H: 0.37 -2.37 4.70  0.086
H: 4.70 -3.43 2.92  0.120
H: 4.67 -1.61 1.22  0.118
H: 0.21 4.39 -0.08  0.115
H: 0.75 2.68 -5.61  0.114
H: -1.05 -4.05 2.88  0.099
H: 2.27 5.83 0.04  0.120
H: -3.19 -5.14 2.35  0.113
H: 2.25 3.82 -1.45  0.078
H: -5.41 1.86 1.21  0.112
H: -0.50 0.92 2.04  0.042
H: -1.80 -0.08 2.66  0.124
H: 3.09 -3.43 4.79  0.122
H: 3.26 5.67 2.30  0.114
H: 0.74 5.04 -2.60  0.096
H: 1.96 -1.06 -2.02  -0.017
H: -1.15 -1.96 -2.75  0.041
H: -4.57 -4.32 0.48  0.113
H: 2.69 -2.42 -0.06  0.073
H: -0.02 1.78 4.30  0.116
H: 1.15 4.89 -4.90  0.112
H: 2.33 -1.97 4.18  0.088
H: -3.83 -2.40 -0.86  0.107
H: -2.65 -1.05 -2.81  0.041
H: -0.54 4.99 -5.33  0.111
H: -0.91 2.67 -5.04  0.117
H: 1.14 -0.34 3.40  0.110
H: 3.42 -3.75 0.80  0.129
H: 0.68 1.26 -3.61  0.081
H: -0.18 3.09 2.06  0.082
H: -1.70 2.07 3.86  0.114

## Properties
Electronic energy = -2862.5073 Ha
HOMO energy = -11.2 eV
Net charge = +1
Spin multiplicity = 1

=====

Entry 3:
Computed, not measured: a structure of composition C38H57KN3OSbSi2Te, with the ωB97M-V functional and the def2-TZVPD basis.

Last column: Löwdin charge in e.
Geometry (Å):
Te: 2.30 0.82 0.19  1.240
Sb: -0.98 4.21 1.05  1.513
K: -1.49 0.04 -0.48  0.614
Si: 3.66 -2.16 0.95  0.390
Si: 4.71 3.03 1.00  0.384
O: -1.95 -2.18 -1.22  -0.319
N: -0.82 1.33 2.12  0.040
N: -0.70 2.67 -1.61  0.044
N: -3.42 2.37 0.67  0.074
C: -3.54 -5.74 -2.68  -0.121
C: -2.62 -5.74 -1.64  -0.069
C: 5.25 -1.33 1.49  -0.177
C: -1.15 -4.68 0.05  -0.369
C: -3.83 -2.04 -3.42  -0.366
C: -0.29 2.54 2.24  -0.480
C: 0.54 0.59 3.95  -0.038
C: -0.73 1.25 -3.55  -0.044
C: -1.14 -0.95 2.87  -0.028
C: -3.40 -3.32 -2.74  -0.149
C: 4.20 1.72 -0.25  -0.581
C: -2.67 -1.43 -4.20  -0.067
C: 0.67 2.85 3.20  -0.155
C: -3.92 -4.52 -3.21  -0.069
C: -5.12 0.64 0.56  -0.020
C: -3.96 4.67 1.01  -0.143
C: 2.86 -1.16 -0.43  -0.572
C: -2.08 -4.57 -1.13  -0.149
C: 0.86 3.19 -3.34  -0.022
C: -4.46 -1.04 -2.45  -0.078
C: 4.80 2.31 2.73  -0.186
C: -5.32 4.38 0.99  -0.066
C: -0.44 0.37 2.98  -0.344
C: 6.39 3.69 0.50  -0.181
C: -0.21 3.69 -0.89  -0.467
C: -4.72 2.08 0.70  -0.319
C: 0.20 -4.00 -0.17  -0.076
C: 4.07 -3.87 0.30  -0.173
C: -5.70 3.06 0.85  -0.027
C: -0.17 2.42 -2.81  -0.343
C: 1.35 4.26 -2.62  -0.060
C: 0.79 4.52 -1.37  -0.157
C: -2.46 -3.30 -1.67  -0.324
C: 1.10 1.85 4.06  -0.070
C: 3.45 4.41 0.97  -0.177
C: -1.83 -4.17 1.32  -0.061
C: -3.05 3.64 0.85  -0.451
C: 2.48 -2.25 2.40  -0.175
H: 5.96 -1.25 0.67  0.036
H: 1.06 3.86 3.29  0.083
H: 2.44 4.04 1.16  -0.006
H: 7.14 2.89 0.50  0.032
H: 2.14 4.88 -3.01  0.111
H: -1.83 -1.26 -3.54  0.049
H: 2.80 -3.00 3.12  0.039
H: 5.06 -0.33 1.89  -0.004
H: 1.95 -1.65 -0.78  -0.012
H: 3.91 1.72 2.96  -0.001
H: 4.87 -3.82 -0.45  0.032
H: -5.96 0.40 1.21  0.087
H: -0.97 -1.42 1.90  0.045
H: 5.67 1.66 2.85  0.029
H: -6.06 5.16 1.11  0.109
H: 3.21 -4.34 -0.18  0.016
H: 0.06 -2.92 -0.30  0.049
H: 4.92 0.90 -0.24  -0.002
H: 1.25 2.95 -4.32  0.115
H: 0.69 -4.38 -1.07  0.089
H: -4.61 -2.31 -4.15  0.123
H: 6.37 4.12 -0.50  0.030
H: -2.31 -6.69 -1.20  0.102
H: 2.44 -1.28 2.91  0.006
H: 4.17 2.13 -1.26  0.006
H: 3.68 5.17 1.72  0.040
H: 1.47 -2.50 2.08  0.011
H: -2.34 -2.13 -4.98  0.085
H: -3.96 -6.67 -3.06  0.086
H: -4.63 -0.07 -2.92  0.080
H: 6.73 4.46 1.19  0.032
H: 0.83 -0.21 4.61  0.114
H: -5.42 0.41 -0.47  0.067
H: 3.51 -1.03 -1.30  0.014
H: -2.19 -3.16 1.16  0.057
H: -3.62 5.69 1.16  0.078
H: -1.15 -4.19 2.18  0.072
H: -0.94 -5.75 0.19  0.124
H: -2.21 -0.80 2.96  0.093
H: 4.88 3.11 3.46  0.035
H: 4.41 -4.53 1.10  0.033
H: -4.28 -0.02 0.81  0.069
H: 0.86 -4.18 0.68  0.060
H: -0.59 1.34 -4.63  0.091
H: -0.81 -1.65 3.63  0.086
H: -5.42 -1.41 -2.08  0.085
H: -1.79 1.13 -3.35  0.070
H: 5.73 -1.91 2.28  0.038
H: -2.70 -4.80 1.56  0.082
H: -2.95 -0.49 -4.68  0.072
H: -3.81 -0.92 -1.58  0.026
H: 1.14 5.35 -0.78  0.075
H: 1.86 2.05 4.81  0.112
H: -0.22 0.33 -3.25  0.084
H: 3.44 4.90 -0.01  0.027
H: -6.74 2.78 0.86  0.115
H: -4.64 -4.48 -4.02  0.101

## Properties
Electronic energy = -3408.9703 Ha
HOMO energy = -6.1 eV
Energy above the lowest of the compared OMol25 structures with the same formula, charge and spin = 14.1 kcal/mol
Spin multiplicity = 1